Below is a cluster of 3 separate species, C20H52N7O3P2Si in total, with properties calculated with ωB97M-V/def2-TZVPD.

Last column: Löwdin charge in e.
Cartesian coordinates (Å):
C: 2.441 3.538 -5.468  0.184
C: 2.649 2.553 -4.821  -0.038
C: 2.988 1.274 -4.208  -0.262
N: 1.766 0.373 -4.040  0.144
C: 2.138 -0.877 -4.833  -0.067
C: 2.938 -0.162 -5.948  -0.347
Si: 3.666 -1.274 -7.324  0.604
C: 2.315 -2.448 -7.949  -0.150
C: 4.297 -0.192 -8.754  -0.151
C: 5.126 -2.235 -6.605  -0.164
O: 3.826 0.591 -5.120  -0.056
H: 2.520 4.358 -6.146  0.059
H: 3.418 1.336 -3.212  0.176
H: 0.916 0.671 -4.512  0.183
H: 1.680 0.022 -3.083  0.162
H: 2.942 -1.355 -4.277  0.143
H: 1.296 -1.490 -5.126  0.133
H: 2.167 0.470 -6.426  0.127
H: 2.596 -3.471 -7.707  0.036
H: 1.374 -2.191 -7.454  0.019
H: 2.163 -2.333 -9.019  0.033
H: 5.381 -0.262 -8.766  0.033
H: 3.860 -0.583 -9.669  0.029
H: 3.960 0.827 -8.563  0.027
H: 5.629 -1.575 -5.898  0.034
H: 4.717 -3.104 -6.086  0.031
H: 5.791 -2.563 -7.399  0.039
O: 1.436 -1.514 -0.538  -0.329
P: -0.019 -1.981 -0.504  0.696
N: -0.432 -1.347 1.049  -0.344
C: 0.161 -1.874 2.267  -0.115
C: -0.384 0.115 1.065  -0.141
N: 0.326 -3.673 -0.558  -0.332
C: 0.177 -4.578 0.561  -0.123
C: 1.452 -4.071 -1.393  -0.150
N: -1.668 -2.371 -0.786  -0.311
C: -2.793 -2.205 0.125  -0.093
C: -2.013 -3.037 -2.037  -0.128
H: -0.139 -1.259 3.117  0.080
H: 1.257 -1.907 2.234  0.089
H: -0.220 -2.868 2.494  0.060
H: -0.878 0.525 0.176  0.074
H: 0.646 0.493 1.083  0.078
H: -0.919 0.506 1.933  0.063
H: 0.969 -4.443 1.307  0.084
H: 0.218 -5.613 0.215  0.084
H: -0.797 -4.465 1.040  0.074
H: 2.416 -3.961 -0.880  0.083
H: 1.486 -3.477 -2.307  0.049
H: 1.340 -5.113 -1.702  0.083
H: -2.686 -2.847 1.000  0.083
H: -3.727 -2.474 -0.375  0.084
H: -2.912 -1.176 0.454  0.080
H: -2.234 -4.093 -1.861  0.092
H: -1.193 -2.980 -2.753  0.061
H: -2.881 -2.570 -2.510  0.081
O: -2.222 2.084 3.662  -0.311
P: -2.463 2.253 5.146  0.697
N: -3.793 3.358 5.109  -0.340
C: -3.618 4.732 4.672  -0.126
C: -4.962 2.770 4.461  -0.150
N: -0.928 2.941 5.547  -0.325
C: -0.727 4.310 5.958  -0.133
C: 0.207 2.462 4.770  -0.148
N: -2.731 1.903 6.794  -0.315
C: -3.738 2.478 7.673  -0.102
C: -1.807 0.992 7.460  -0.122
H: -4.589 5.226 4.604  0.082
H: -3.119 4.813 3.697  0.088
H: -3.061 5.311 5.408  0.058
H: -5.131 1.751 4.825  0.076
H: -4.851 2.723 3.371  0.078
H: -5.857 3.347 4.700  0.082
H: -0.819 5.013 5.120  0.080
H: 0.271 4.433 6.386  0.082
H: -1.424 4.597 6.748  0.075
H: 0.305 2.977 3.805  0.081
H: 0.120 1.393 4.574  0.057
H: 1.133 2.602 5.334  0.081
H: -3.566 3.544 7.827  0.081
H: -3.708 1.992 8.650  0.083
H: -4.748 2.335 7.295  0.074
H: -1.136 1.544 8.125  0.090
H: -1.195 0.454 6.737  0.070
H: -2.342 0.240 8.044  0.082

## Properties
LUMO   -0.106 hartree
Energy above the lowest of the compared OMol25 structures with the same formula, charge and spin   0.00 kcal/mol
E_HOMO   -9.582 eV
Gap between HOMO and LUMO   0.2464 Ha
Net charge   +1

Below is a cluster of 14 separate species, H28O14 in total, with properties calculated with ωB97M-V/def2-TZVPD.

Last column: Löwdin charge in e.
Cartesian coordinates (Å):
O: -3.157 2.611 2.071  -0.049
H: -3.375 2.284 1.199  0.021
H: -3.997 2.659 2.527  0.032
O: -0.181 -6.183 -0.209  -0.055
H: 0.444 -5.940 -0.892  0.025
H: -0.683 -5.385 -0.049  0.005
O: 3.035 -2.236 2.289  -0.051
H: 3.103 -2.478 3.212  0.030
H: 3.337 -3.012 1.815  0.031
O: 0.035 4.852 1.444  -0.052
H: 0.483 4.852 2.289  0.034
H: -0.678 4.222 1.550  0.015
O: -2.213 -3.179 0.678  -0.042
H: -3.141 -3.385 0.794  0.036
H: -1.880 -3.068 1.569  0.021
O: -1.336 1.299 -4.625  -0.052
H: -0.558 0.777 -4.822  0.031
H: -0.995 2.088 -4.203  0.016
O: 0.302 -0.406 -0.192  -0.049
H: -0.161 0.390 -0.454  0.027
H: -0.315 -0.866 0.377  0.019
O: 4.642 -0.650 -1.537  -0.050
H: 5.128 -1.410 -1.217  0.028
H: 3.927 -0.541 -0.910  0.022
O: -4.256 1.292 -1.758  -0.054
H: -3.761 0.942 -2.498  0.025
H: -5.017 0.716 -1.684  0.029
O: -1.548 -2.058 4.418  -0.049
H: -2.287 -1.996 5.023  0.032
H: -0.907 -2.600 4.877  0.032
O: 3.593 3.484 -2.373  -0.049
H: 2.647 3.494 -2.224  0.012
H: 3.917 2.777 -1.815  0.025
O: 1.757 0.883 4.090  -0.051
H: 2.073 0.310 3.391  0.015
H: 0.847 0.618 4.224  0.023
O: 0.885 -3.378 -3.175  -0.051
H: 0.032 -3.061 -3.470  0.029
H: 1.244 -2.656 -2.659  0.023
O: -0.111 4.390 -2.557  -0.045
H: -0.042 4.620 -1.631  0.024
H: -0.832 4.928 -2.885  0.036

## Properties
LUMO   -0.008 hartree
Energy above the lowest of the compared OMol25 structures with the same formula, charge and spin   56.80 kcal/mol
E_HOMO   -11.044 eV
Gap between HOMO and LUMO   0.3977 Ha
Net charge   0

Below is a structure of composition C5H13ClI2N2NdOPS, with properties calculated with ωB97M-V/def2-TZVPD.

Last column: Löwdin charge in e.
Cartesian coordinates (Å):
I: -0.927 0.863 -4.951  0.199
I: 1.680 1.408 -4.174  0.152
Nd: -0.436 0.227 -1.133  0.945
P: 0.024 -2.478 -0.617  0.652
C: 1.669 -3.315 -0.508  -0.264
C: -1.212 -3.407 0.427  -0.237
H: -1.554 -2.096 -2.476  0.017
H: -0.652 -3.710 -2.613  0.078
H: 0.146 -2.093 -3.073  0.029
C: -0.570 -2.626 -2.399  -0.303
H: -2.182 -2.848 0.354  0.037
H: -1.267 -4.455 0.054  0.070
H: 1.559 -4.392 -0.819  0.078
H: 2.029 -3.205 0.557  0.067
H: -0.850 -3.332 1.485  0.067
H: 2.397 -2.751 -1.162  0.059
C: 2.318 -0.109 0.432  -0.055
O: 3.429 0.016 0.782  0.085
Cl: -3.007 -0.020 -0.657  -0.186
N: -0.518 3.513 3.147  0.155
C: -0.231 3.463 1.853  -0.717
N: -0.046 4.583 1.152  0.158
S: -0.085 1.814 1.094  0.436
H: -0.609 4.316 3.766  0.157
H: -0.632 2.605 3.512  0.086
H: 0.150 4.397 0.207  0.084
H: -0.067 5.545 1.470  0.150

## Properties
Spin multiplicity   4
LUMO (alpha / beta)   -0.307 / -0.307 hartree
E_HOMO (alpha / beta)   -15.835 / -15.851 eV
Gap between HOMO and LUMO (alpha / beta)   0.2747 / 0.2753 Ha
Net charge   +2

| no. | strongest force on any atom (eV Å⁻¹) | energy (eV) |
| --- | --- | --- |
| 1 | 6.933 | -64600.629 |
| 2 | 0.406 | -29119.189 |
| 3 | 5.817 | -74535.486 |